[1]
Here is C27H73MnN6O7 as an isolated structure in a non-equilibrium geometry from the Open Molecules 2025 dataset. Energies are from ωB97M-V/def2-TZVPD.

Max |F| in eV/Å: 2.19
Multiplicity: 6
Expectation value of S²: 8.75
Electronic energy in eV: -83769.5658
Charge: +1

Geometry (Å):
1 Mn -24.9102 -6.8252 16.1132
2 C -21.3190 -4.5998 17.2459
3 C -22.5435 -5.4427 17.5306
4 C -23.0865 -5.2400 18.9510
5 O -23.4998 -5.4018 16.5179
6 H -20.6156 -4.6195 18.0800
7 H -21.6541 -3.5609 17.1304
8 H -20.8043 -4.8723 16.3256
9 H -22.2297 -6.5152 17.5912
10 H -23.7088 -6.0666 19.2832
11 H -23.6276 -4.2839 19.0104
12 H -22.2853 -5.0813 19.6775
13 C -24.9472 -6.3181 22.5686
14 C -23.5370 -6.8117 22.7956
15 C -22.5744 -5.7389 23.3142
16 O -22.4427 -4.7194 22.3702
17 C -21.8765 -3.5353 22.8969
18 N -23.5762 -7.9056 23.7887
19 H -25.5745 -7.1468 22.2082
20 H -25.0333 -5.5555 21.7924
21 H -25.4247 -5.9734 23.4856
22 H -23.0512 -7.1350 21.8616
23 H -21.6342 -6.2921 23.4813
24 H -22.8716 -5.4230 24.3222
25 H -21.9462 -2.8359 22.0634
26 H -20.8261 -3.6310 23.1935
27 H -22.4089 -3.1346 23.7646
28 H -22.7289 -8.4614 23.6800
29 H -24.2913 -8.5549 23.4653
30 C -16.4606 -4.3519 15.1607
31 C -16.6261 -3.1171 16.0482
32 C -16.7697 -3.5257 17.5244
33 O -15.5492 -4.1079 17.9429
34 C -15.5301 -4.4114 19.3256
35 N -15.3847 -2.3358 15.8751
36 H -15.4830 -4.8119 15.2849
37 H -16.5783 -4.0464 14.1182
38 H -17.2336 -5.1134 15.3036
39 H -17.4959 -2.5692 15.6879
40 H -17.5361 -4.3043 17.6251
41 H -16.9621 -2.6241 18.1161
42 H -15.5602 -3.4961 19.9245
43 H -14.5374 -4.8337 19.4934
44 H -16.2934 -5.1489 19.5795
45 H -14.6923 -2.7965 16.4621
46 H -15.4457 -1.4192 16.3149
47 C -27.7615 -5.3757 19.0856
48 C -26.5720 -6.0093 18.3680
49 C -26.2517 -7.4516 18.6694
50 O -24.9874 -7.8298 18.0759
51 C -24.3365 -8.8454 18.8175
52 N -26.6040 -5.7547 16.9021
53 H -27.7130 -4.2914 19.0329
54 H -27.6506 -5.6579 20.1377
55 H -28.7403 -5.7283 18.7592
56 H -25.7058 -5.4237 18.6932
57 H -27.0433 -8.1361 18.3312
58 H -26.1856 -7.6421 19.7430
59 H -23.2999 -8.8982 18.4958
60 H -24.8697 -9.7983 18.7789
61 H -24.2970 -8.5930 19.8857
62 H -26.4022 -4.7684 16.7209
63 H -27.5639 -5.7870 16.5542
64 C -22.2876 -8.3093 12.9528
65 C -23.1788 -7.4837 13.8623
66 C -24.4603 -7.0636 13.1606
67 O -25.2387 -6.3074 14.0883
68 C -26.5170 -5.9707 13.5432
69 N -23.4921 -8.2498 15.1232
70 H -22.6875 -9.2985 12.7081
71 H -21.3251 -8.4733 13.4408
72 H -22.0831 -7.8471 11.9845
73 H -22.6503 -6.5637 14.1180
74 H -25.0454 -7.9099 12.7808
75 H -24.1766 -6.4605 12.2934
76 H -27.2191 -6.8049 13.6339
77 H -26.4191 -5.6633 12.5045
78 H -26.9282 -5.1469 14.1236
79 H -23.8697 -9.1269 14.7680
80 H -22.5222 -8.4172 15.4601
81 C -19.3065 -7.3129 15.4969
82 C -19.6675 -8.7678 15.7907
83 C -18.5352 -9.4807 16.5295
84 O -17.4149 -9.4926 15.6968
85 C -16.4429 -10.4505 16.0634
86 N -20.9366 -8.7669 16.5179
87 H -20.1679 -6.8816 14.9736
88 H -18.5115 -7.2185 14.7614
89 H -19.1295 -6.8105 16.4462
90 H -19.7485 -9.3686 14.8786
91 H -18.8432 -10.5248 16.7146
92 H -18.3653 -9.0381 17.5237
93 H -16.0366 -10.2344 17.0596
94 H -15.6456 -10.3745 15.3321
95 H -16.8765 -11.4543 16.1253
96 H -21.1220 -9.6885 16.8999
97 H -20.9522 -8.0573 17.2412
98 C -23.4409 -1.2253 12.8624
99 C -23.0485 -2.5254 13.5679
100 C -21.5541 -2.5630 13.8948
101 O -20.7937 -2.4243 12.7162
102 C -19.3941 -2.4474 12.9246
103 N -23.8608 -2.7185 14.7834
104 H -23.2302 -0.3525 13.4900
105 H -24.4967 -1.2363 12.6089
106 H -22.7764 -1.1224 12.0032
107 H -23.1728 -3.3007 12.8014
108 H -21.3201 -3.5697 14.2762
109 H -21.3287 -1.7768 14.6301
110 H -18.9592 -2.2035 11.9585
111 H -19.0678 -3.4928 13.0736
112 H -19.1107 -1.8690 13.8027
113 H -23.4710 -2.0070 15.4032
114 H -23.5187 -3.6003 15.1776

***

[2]
Here is a 9-piece molecular cluster, C38H45N9O2 overall in a non-equilibrium geometry from the Open Molecules 2025 dataset. Energies are from ωB97M-V/def2-TZVPD.

Max |F| in eV/Å: 5.59
Structure (SMILES): O=[N+]([O-])c1ccccc1.c1cc[nH]c1.c1cc[nH]c1.c1cc[nH]c1.c1cc[nH]c1.c1cc[nH]c1.c1cc[nH]c1.c1cc[nH]c1.c1cc[nH]c1
Multiplicity: 1
Electronic energy in eV: -57632.7075
Charge: 0

Geometry (Å):
1 N -17.5599 -1.1464 -16.5644
2 C -17.4789 -2.5032 -16.6390
3 C -18.4291 -3.0438 -15.7810
4 C -19.0337 -1.9630 -15.0735
5 C -18.4299 -0.8013 -15.5021
6 H -16.8438 -0.5554 -16.9621
7 H -16.6153 -2.9502 -17.1090
8 H -18.6226 -4.0977 -15.6460
9 H -19.7734 -2.0641 -14.2930
10 H -18.4975 0.2013 -15.1064
11 N -18.4732 -8.3023 -18.6562
12 C -18.5414 -9.1165 -17.5522
13 C -19.6520 -9.9336 -17.6404
14 C -20.3635 -9.5295 -18.8163
15 C -19.5346 -8.5872 -19.4975
16 H -17.7693 -7.5935 -18.8048
17 H -17.8039 -8.9532 -16.7803
18 H -19.9513 -10.6128 -16.8559
19 H -21.2832 -9.8492 -19.2837
20 H -19.7129 -8.0395 -20.4112
21 N -13.5950 -13.1241 -16.5102
22 C -14.8874 -13.1233 -16.0547
23 C -14.8388 -12.7871 -14.6877
24 C -13.4727 -12.7184 -14.3220
25 C -12.7023 -12.8412 -15.4520
26 H -13.3140 -13.3054 -17.4632
27 H -15.6739 -13.3250 -16.7669
28 H -15.6895 -12.4852 -14.0948
29 H -13.2181 -12.3163 -13.3525
30 H -11.6353 -12.7651 -15.6011
31 N -28.2265 -11.2938 -17.4067
32 C -27.2026 -10.7667 -16.6464
33 C -26.3271 -11.7522 -16.2322
34 C -26.7663 -13.0136 -16.8226
35 C -28.0090 -12.6539 -17.3670
36 H -29.1184 -10.8817 -17.6406
37 H -27.3264 -9.6967 -16.5674
38 H -25.3675 -11.5954 -15.7620
39 H -26.2180 -13.9404 -16.7392
40 H -28.7046 -13.3711 -17.7770
41 N -18.6967 -17.8909 -16.5541
42 C -18.7783 -17.3906 -17.8401
43 C -19.7831 -16.4214 -17.9056
44 C -20.1959 -16.2231 -16.5781
45 C -19.4533 -17.1053 -15.8301
46 H -18.0464 -18.5517 -16.1534
47 H -18.1772 -17.9089 -18.5725
48 H -20.0652 -15.8720 -18.7915
49 H -20.8993 -15.4784 -16.2357
50 H -19.5130 -17.2927 -14.7682
51 N -12.0027 -7.4749 -15.7585
52 C -10.7397 -7.1632 -16.2726
53 C -10.7261 -5.7610 -16.2096
54 C -12.0334 -5.3198 -15.8198
55 C -12.7666 -6.4438 -15.6405
56 H -12.2793 -8.4412 -15.6594
57 H -10.0644 -7.9055 -16.6717
58 H -9.9279 -5.0915 -16.4941
59 H -12.4824 -4.3526 -15.6483
60 H -13.7705 -6.4896 -15.2449
61 N -22.9273 -7.7687 -11.6930
62 C -22.4795 -8.7512 -10.7839
63 C -21.1216 -8.6448 -10.6813
64 C -20.7441 -7.8807 -11.8112
65 C -21.8594 -7.2058 -12.3360
66 H -23.8229 -7.3192 -11.5675
67 H -23.1593 -9.2615 -10.1176
68 H -20.4147 -9.2497 -10.1328
69 H -19.7293 -7.6917 -12.1288
70 H -22.0687 -6.4888 -13.1160
71 N -17.3620 -12.0921 -23.4669
72 C -16.8655 -13.3284 -23.0758
73 C -16.6230 -14.0827 -24.2136
74 C -17.1838 -13.3546 -25.2987
75 C -17.4900 -12.1014 -24.8222
76 H -17.6241 -11.4054 -22.7743
77 H -16.8105 -13.5487 -22.0199
78 H -16.2694 -15.0928 -24.3590
79 H -17.1881 -13.7106 -26.3184
80 H -17.9072 -11.2162 -25.2792
81 C -24.2558 -5.1497 -20.7576
82 C -23.0319 -4.5406 -20.8469
83 C -22.7826 -3.8054 -21.9969
84 C -23.6337 -3.8465 -23.0857
85 C -24.8208 -4.6135 -22.9073
86 C -25.1463 -5.1048 -21.7138
87 N -23.2609 -3.2794 -24.4348
88 O -22.1023 -2.8839 -24.5972
89 O -24.0563 -3.3083 -25.3474
90 H -24.5427 -5.6257 -19.8316
91 H -22.3088 -4.5302 -20.0447
92 H -21.7993 -3.3915 -21.8291
93 H -25.4887 -4.7091 -23.7506
94 H -26.0673 -5.6672 -21.6710

***

- Among the records above, which one has the lowest charge?
  C38H45N9O2

***

- Which value of electronic energy does entry 2 give?
  -57632.7075 eV